# 1
The following is a quantum chemistry calculation of a structure of composition C41H41B2N7O4Tl, from the Open Molecules 2025 dataset.

Positions of all 96 atoms, in Å:
Tl (0.356, 0.895, -1.056)
C (-1.776, -4.391, 2.395)
C (-1.166, -3.884, 1.130)
C (-0.798, -4.601, 0.017)
C (-0.319, -3.635, -0.895)
N (-0.393, -2.427, -0.348)
N (-0.917, -2.574, 0.875)
B (-1.227, -1.411, 1.858)
N (0.094, -0.638, 2.194)
N (1.041, -0.272, 1.289)
C (2.133, 0.060, 1.968)
C (1.881, -0.028, 3.346)
C (0.585, -0.478, 3.447)
C (-0.174, -0.746, 4.706)
C (3.413, 0.335, 1.313)
C (4.468, 0.919, 2.013)
C (5.704, 1.097, 1.413)
C (5.907, 0.695, 0.102)
C (4.860, 0.125, -0.609)
C (3.626, -0.054, -0.010)
N (-2.390, -0.564, 1.283)
N (-2.589, -0.443, -0.034)
C (-3.748, 0.184, -0.206)
C (-4.316, 0.484, 1.045)
C (-3.420, -0.011, 1.967)
C (-3.511, 0.063, 3.455)
C (-4.255, 0.487, -1.540)
C (-3.646, -0.061, -2.675)
C (-4.113, 0.251, -3.941)
C (-5.196, 1.106, -4.105)
C (-5.818, 1.640, -2.983)
C (-5.349, 1.337, -1.715)
C (0.173, -3.880, -2.253)
C (0.916, -2.926, -2.950)
C (1.378, -3.186, -4.229)
C (1.122, -4.406, -4.839)
C (0.377, -5.358, -4.160)
C (-0.097, -5.095, -2.886)
H (-1.892, -5.472, 2.334)
H (-2.757, -3.941, 2.557)
H (-1.157, -4.155, 3.262)
H (-0.840, -5.670, -0.101)
H (-1.605, -1.899, 2.880)
H (2.549, 0.188, 4.163)
H (0.523, -0.875, 5.533)
H (-0.788, -1.640, 4.619)
H (-0.837, 0.089, 4.942)
H (4.316, 1.244, 3.034)
H (6.514, 1.550, 1.972)
H (6.876, 0.828, -0.365)
H (5.011, -0.189, -1.634)
H (2.811, -0.520, -0.549)
H (-5.242, 0.989, 1.262)
H (-4.547, 0.233, 3.745)
H (-2.903, 0.887, 3.834)
H (-3.157, -0.855, 3.922)
H (-2.809, -0.734, -2.538)
H (-3.637, -0.185, -4.810)
H (-5.560, 1.343, -5.097)
H (-6.678, 2.289, -3.100)
H (-5.834, 1.766, -0.848)
H (1.131, -1.980, -2.473)
H (1.945, -2.431, -4.760)
H (1.499, -4.616, -5.833)
H (0.160, -6.312, -4.627)
H (-0.693, -5.842, -2.378)
O (3.330, 2.919, -0.667)
B (2.156, 2.829, 0.167)
O (2.507, 3.511, 1.380)
C (3.792, 3.930, 1.280)
C (4.568, 4.616, 2.191)
C (5.877, 4.923, 1.818)
C (6.378, 4.555, 0.578)
C (5.589, 3.868, -0.345)
C (4.296, 3.564, 0.027)
H (4.178, 4.893, 3.162)
H (6.513, 5.463, 2.510)
H (7.399, 4.806, 0.317)
H (5.981, 3.572, -1.310)
O (-2.628, 4.655, 0.096)
C (-1.701, 3.932, -0.536)
O (-1.167, 2.980, -0.039)
C (-1.318, 4.476, -1.921)
N (-2.201, 5.606, -2.275)
C (-1.368, 6.791, -2.515)
C (-0.177, 6.546, -1.596)
C (0.103, 5.066, -1.856)
H (-1.381, 3.644, -2.625)
H (-2.884, 5.343, -0.563)
H (-2.815, 5.383, -3.046)
H (-1.921, 7.703, -2.280)
H (-1.024, 6.858, -3.556)
H (-0.482, 6.680, -0.556)
H (0.667, 7.201, -1.805)
H (0.694, 4.574, -1.082)
H (0.612, 4.932, -2.812)

The calculation puts the highest occupied orbital energy at -3.50 eV. The energy comes out at -67855.7466 eV. The calculation puts the HOMO-LUMO gap at 5.731 eV. The energy relative to the best compared isomer or geometry (same formula, charge and spin) is 1.1408 eV. Its total charge is -1. The largest force on an atom is 0.0165 Eh/bohr.


# 2
The following is a quantum chemistry calculation of a cluster of 2 separate species, CH3NOS in total at a distorted geometry, from the Open Molecules 2025 dataset.

Positions of all 7 atoms, in Å:
C (0.284, -0.032, 0.058)
N (0.745, -1.066, 0.547)
H (-0.312, 0.703, 0.756)
H (0.366, 0.324, -0.913)
H (0.931, -1.789, -0.162)
O (-3.317, -0.469, -0.711)
S (-4.054, 0.292, 0.247)

The calculation puts the highest occupied orbital energy (alpha / beta) at -9.24 / -9.23 eV. Its SMILES is C=N.O=S. The energy comes out at -15455.1201 eV. The calculation puts the HOMO-LUMO gap (alpha / beta) at 7.789 / 7.766 eV. The energy relative to the best compared isomer or geometry (same formula, charge and spin) is 3.6889 eV. The largest force on an atom is 0.0825 Eh/bohr.


# 3
The following is a quantum chemistry calculation of a structure of composition C28H35N3OSm at a distorted geometry, from the Open Molecules 2025 dataset.

Positions of all 68 atoms, in Å:
Sm (0.081, -0.320, 1.169)
N (-2.042, -2.959, 2.931)
N (2.384, -1.874, -0.116)
C (0.018, 2.401, 1.203)
C (1.385, 1.989, 1.308)
C (1.537, 1.272, 2.543)
C (2.753, 0.546, 3.002)
H (3.585, 0.704, 2.306)
H (2.580, -0.542, 3.093)
H (3.061, 0.911, 3.995)
C (0.278, 1.299, 3.222)
C (-0.035, 0.722, 4.556)
H (-0.148, 1.508, 5.320)
H (0.748, 0.037, 4.892)
H (-0.975, 0.153, 4.538)
C (-0.656, 1.989, 2.393)
C (-2.044, 2.338, 2.783)
H (-2.566, 1.480, 3.225)
H (-2.630, 2.680, 1.925)
H (-2.072, 3.144, 3.534)
C (2.485, 2.326, 0.365)
H (3.251, 2.937, 0.873)
H (2.116, 2.913, -0.486)
H (2.997, 1.431, -0.024)
C (-0.576, 3.188, 0.091)
H (-1.639, 2.948, -0.060)
H (-0.058, 2.997, -0.859)
H (-0.517, 4.272, 0.277)
C (-2.928, -3.891, 2.630)
H (-3.835, -3.929, 3.245)
C (-2.784, -4.814, 1.572)
H (-3.567, -5.548, 1.398)
C (-1.618, -4.762, 0.800)
H (-1.465, -5.440, -0.041)
C (-0.621, -3.849, 1.150)
H (0.345, -3.783, 0.640)
C (-0.809, -2.966, 2.290)
C (0.134, -2.007, 2.706)
H (0.417, -2.011, 3.762)
C (1.407, -1.134, -0.609)
C (3.199, -2.292, -1.155)
H (4.039, -2.946, -0.972)
C (2.728, -1.765, -2.331)
H (3.055, -1.866, -3.350)
N (1.591, -1.041, -1.991)
C (0.737, -0.227, -2.791)
C (1.229, 0.977, -3.324)
C (0.325, 1.855, -3.942)
H (0.706, 2.778, -4.383)
C (-1.039, 1.543, -4.033)
C (-1.975, 2.389, -4.838)
H (-2.867, 2.656, -4.260)
H (-2.317, 1.850, -5.732)
H (-1.488, 3.309, -5.173)
C (-1.515, 0.391, -3.396)
H (-2.581, 0.154, -3.434)
C (-0.644, -0.502, -2.766)
C (-1.161, -1.768, -2.147)
H (-1.100, -2.612, -2.852)
H (-2.215, -1.666, -1.864)
H (-0.598, -2.084, -1.253)
C (2.685, 1.332, -3.234)
H (3.231, 1.000, -4.131)
H (3.177, 0.890, -2.358)
H (2.797, 2.424, -3.170)
O (-2.268, -0.407, 0.524)
H (-2.703, 0.103, -0.187)
H (-3.006, -0.835, 1.002)

The calculation puts the highest occupied orbital energy (alpha / beta) at -1.81 / -1.87 eV. The energy comes out at -54024.6426 eV. The calculation puts the HOMO-LUMO gap (alpha / beta) at 3.982 / 4.046 eV. The energy relative to the best compared isomer or geometry (same formula, charge and spin) is 0.0000 eV. The expectation value of S² is 8.809. Its spin multiplicity is 6. Its total charge is -1. The largest force on an atom is 0.0392 Eh/bohr.


# 4
The following is a quantum chemistry calculation of the molecule C10H6O2 at a distorted geometry, from the Open Molecules 2025 dataset.

Positions of all 18 atoms, in Å:
O (0.020, 2.329, 1.742)
C (0.138, 1.754, 0.687)
C (0.028, 2.488, -0.603)
C (0.161, 1.971, -1.799)
C (0.026, 0.435, -1.842)
O (0.023, -0.220, -2.897)
C (-0.188, -0.291, -0.554)
C (-0.397, -1.695, -0.609)
C (-0.325, -2.461, 0.482)
C (-0.016, -1.912, 1.766)
C (0.205, -0.578, 1.805)
C (0.100, 0.249, 0.647)
H (0.132, 3.585, -0.345)
H (0.344, 2.650, -2.682)
H (-0.632, -2.138, -1.553)
H (-0.276, -3.487, 0.313)
H (0.160, -2.564, 2.624)
H (0.497, -0.115, 2.816)

The calculation puts the highest occupied orbital energy at -9.94 eV. Its SMILES is O=C1C=CC(=O)c2ccccc21. The energy comes out at -14560.9608 eV. The calculation puts the HOMO-LUMO gap at 8.769 eV. The energy relative to the best compared isomer or geometry (same formula, charge and spin) is 0.0000 eV. The largest force on an atom is 0.0705 Eh/bohr.


# 5
The following is a quantum chemistry calculation of a structure of composition C22H71CdN5O13 at a distorted geometry, from the Open Molecules 2025 dataset.

Positions of all 112 atoms, in Å:
Cd (-1.178, 4.976, -4.535)
O (1.441, 2.715, -2.658)
C (1.277, 2.017, -1.359)
C (-0.193, 1.651, -0.851)
O (-1.223, 2.501, -1.412)
H (1.675, 2.665, -0.578)
H (1.902, 1.135, -1.217)
H (-0.233, 1.656, 0.238)
H (-0.430, 0.598, -1.005)
C (-9.694, -1.869, 9.125)
C (-8.605, -1.286, 8.189)
C (-8.880, -1.608, 6.717)
O (-7.635, -1.417, 5.980)
C (-7.721, -1.796, 4.556)
N (-8.474, 0.163, 8.403)
H (-10.679, -1.466, 8.892)
H (-9.472, -1.577, 10.151)
H (-9.615, -2.954, 9.189)
H (-7.651, -1.735, 8.464)
H (-9.588, -0.889, 6.304)
H (-9.143, -2.665, 6.735)
H (-7.640, -2.881, 4.488)
H (-6.916, -1.422, 3.922)
H (-8.723, -1.586, 4.184)
H (-7.809, 0.442, 7.695)
H (-9.346, 0.557, 8.079)
C (-0.074, -0.649, 7.667)
C (0.782, 0.577, 8.033)
C (1.675, 1.070, 6.908)
O (2.590, 2.088, 7.376)
C (3.516, 2.581, 6.418)
N (-0.071, 1.652, 8.503)
H (-0.645, -0.461, 6.758)
H (-0.752, -0.869, 8.492)
H (0.593, -1.504, 7.559)
H (1.414, 0.138, 8.805)
H (1.127, 1.442, 6.042)
H (2.217, 0.188, 6.566)
H (4.198, 1.886, 5.928)
H (4.076, 3.401, 6.867)
H (2.936, 3.091, 5.648)
H (-0.673, 1.791, 7.705)
H (0.413, 2.536, 8.441)
C (-1.301, 1.842, -9.938)
C (-0.928, 2.943, -8.928)
C (-0.733, 4.255, -9.589)
O (-0.639, 5.186, -8.520)
C (-0.596, 6.555, -8.937)
N (-2.019, 3.049, -7.951)
H (-2.233, 1.997, -10.482)
H (-1.507, 0.866, -9.500)
H (-0.512, 1.597, -10.649)
H (-0.046, 2.588, -8.394)
H (-1.565, 4.561, -10.223)
H (0.212, 4.211, -10.130)
H (0.265, 6.913, -9.501)
H (-0.662, 7.212, -8.070)
H (-1.448, 6.683, -9.605)
H (-2.775, 3.151, -8.613)
H (-2.212, 2.166, -7.501)
C (11.143, -2.165, 3.396)
C (10.895, -1.896, 1.869)
C (9.366, -1.797, 1.583)
O (8.696, -3.030, 1.732)
C (7.326, -3.067, 1.302)
N (11.518, -0.625, 1.463)
H (10.702, -3.058, 3.840)
H (10.673, -1.265, 3.792)
H (12.218, -2.135, 3.574)
H (11.315, -2.726, 1.301)
H (9.186, -1.465, 0.561)
H (8.929, -1.003, 2.189)
H (6.704, -2.262, 1.693)
H (6.914, -4.026, 1.617)
H (7.244, -3.033, 0.215)
H (11.424, 0.039, 2.218)
H (11.169, -0.256, 0.590)
C (-1.255, -5.273, -4.015)
C (-0.648, -5.860, -2.774)
C (-1.569, -6.848, -2.197)
O (-1.113, -7.214, -0.937)
C (-1.430, -6.293, 0.081)
N (0.601, -6.470, -3.171)
H (-1.702, -5.990, -4.704)
H (-0.557, -4.666, -4.591)
H (-2.020, -4.537, -3.767)
H (-0.361, -5.021, -2.141)
H (-1.517, -7.734, -2.830)
H (-2.598, -6.490, -2.235)
H (-2.500, -6.247, 0.289)
H (-1.081, -5.268, -0.043)
H (-1.024, -6.639, 1.032)
H (0.424, -6.984, -4.023)
H (0.822, -7.250, -2.569)
O (-4.913, 6.771, -4.859)
H (-5.231, 7.579, -5.261)
H (-5.703, 6.255, -4.701)
O (-5.747, 5.207, 1.198)
H (-5.191, 4.646, 0.657)
H (-6.631, 5.070, 0.856)
O (4.419, -2.351, -5.485)
H (4.364, -1.592, -4.904)
H (3.978, -3.053, -5.006)
O (6.000, 6.905, -2.027)
H (5.468, 6.118, -2.145)
H (6.075, 7.277, -2.906)
O (-6.269, 0.046, -3.180)
H (-5.517, 0.458, -2.756)
H (-6.634, 0.730, -3.740)
O (4.691, 2.943, -8.437)
H (4.103, 2.810, -7.693)
H (4.778, 2.076, -8.833)

The calculation puts the highest occupied orbital energy at -7.85 eV. The energy comes out at -62584.3784 eV. The calculation puts the HOMO-LUMO gap at 3.770 eV. The energy relative to the best compared isomer or geometry (same formula, charge and spin) is 0.9938 eV. The largest force on an atom is 0.1142 Eh/bohr.